[1]
A molecular structure, C22H30Cl3CoNO6PSSe2Si. Source: the OMol25 dataset; level of theory: ωB97M-V/def2-TZVPD.

Element x y z (Å)
Co (0.123, -0.534, 0.402)
C (-1.040, -1.324, -7.541)
C (-1.293, -1.103, -6.072)
C (-1.537, 0.170, -5.567)
C (-1.717, 0.365, -4.207)
C (-1.648, -0.713, -3.340)
C (-1.450, -1.989, -3.830)
C (-1.269, -2.179, -5.191)
S (-1.885, -0.430, -1.583)
O (-1.053, 0.736, -1.255)
O (-3.317, -0.231, -1.477)
N (-1.305, -1.681, -0.831)
C (-2.245, -2.533, -0.133)
C (-2.196, -2.273, 1.399)
O (-3.001, -2.875, 2.117)
O (-1.314, -1.435, 1.768)
H (-1.264, -0.426, -8.119)
H (-1.652, -2.144, -7.923)
H (0.007, -1.586, -7.712)
H (-1.573, 1.017, -6.244)
H (-1.881, 1.355, -3.800)
H (-1.399, -2.821, -3.141)
H (-1.088, -3.178, -5.575)
H (-1.998, -3.586, -0.295)
H (-3.274, -2.350, -0.450)
O (6.467, -0.968, 2.148)
C (5.760, -0.080, 3.010)
C (4.358, 0.209, 2.455)
C (3.648, 1.059, 3.519)
O (3.488, 0.390, 4.757)
C (3.636, -1.120, 2.195)
Se (1.679, -1.174, 2.538)
C (4.515, 0.976, 1.138)
Se (2.907, 1.853, 0.461)
H (7.259, -1.264, 2.599)
H (6.312, 0.868, 3.103)
H (5.644, -0.508, 4.010)
H (2.683, 1.367, 3.119)
H (4.236, 1.964, 3.715)
H (2.842, -0.319, 4.580)
H (4.051, -1.906, 2.824)
H (3.779, -1.416, 1.162)
H (4.848, 0.301, 0.354)
H (5.255, 1.776, 1.247)
Cl (1.542, -3.031, -2.069)
Si (1.754, -1.052, -1.235)
Cl (3.918, -1.141, -1.245)
Cl (1.658, 0.087, -3.039)
C (-0.477, 3.042, 1.319)
P (-0.839, 1.264, 1.619)
C (-0.622, 1.224, 3.439)
C (-2.667, 1.321, 1.513)
C (-3.288, 2.068, 0.513)
C (-4.669, 2.170, 0.457)
C (-5.452, 1.519, 1.398)
C (-4.846, 0.746, 2.377)
C (-3.464, 0.643, 2.433)
H (-0.511, 3.252, 0.249)
H (0.538, 3.241, 1.664)
H (-1.187, 3.679, 1.847)
H (-1.279, 1.944, 3.931)
H (0.421, 1.452, 3.658)
H (-0.824, 0.214, 3.790)
H (-2.679, 2.550, -0.240)
H (-5.131, 2.750, -0.333)
H (-6.533, 1.589, 1.351)
H (-5.452, 0.211, 3.098)
H (-3.006, 0.000, 3.172)

HOMO-LUMO gap (spin up / spin down): 6.11 / 5.30 eV
Charge: -2
2S+1: 5
⟨S²⟩: 6.0236



[2]
A molecular structure, C22H30ClPZr. Source: the OMol25 dataset; level of theory: ωB97M-V/def2-TZVPD.

Element x y z (Å)
C (0.588, 4.898, -1.775)
C (-0.186, 5.504, -0.682)
C (2.053, 4.815, -1.665)
C (-0.056, 4.644, -3.073)
Cl (-0.700, 2.165, -0.946)
H (2.539, 5.755, -1.979)
H (2.454, 4.014, -2.302)
H (2.361, 4.624, -0.626)
H (-0.257, 6.602, -0.791)
H (0.289, 5.312, 0.289)
H (-1.212, 5.117, -0.651)
H (-0.078, 5.550, -3.706)
H (-1.096, 4.315, -2.949)
H (0.489, 3.874, -3.635)
C (0.229, -0.540, 2.444)
C (1.400, -0.657, 1.622)
C (1.751, 0.668, 1.168)
H (2.019, -1.548, 1.527)
C (0.795, 1.580, 1.727)
C (-0.126, 0.840, 2.523)
H (-0.929, 1.248, 3.134)
H (-0.222, -1.344, 3.020)
H (2.676, 0.952, 0.669)
H (0.834, 2.663, 1.628)
C (-0.285, -1.764, -1.901)
C (0.883, -2.019, -1.088)
C (1.828, -0.967, -1.343)
H (1.051, -2.909, -0.483)
C (1.252, -0.062, -2.288)
C (-0.050, -0.555, -2.633)
H (-0.703, -0.144, -3.396)
H (-1.134, -2.436, -2.032)
H (2.853, -0.916, -0.979)
H (1.759, 0.773, -2.773)
Zr (-0.101, -0.049, -0.182)
C (-3.047, -0.802, 1.298)
P (-2.272, -2.198, 0.368)
C (-1.411, -3.160, 1.684)
C (-3.728, -3.347, 0.238)
C (-4.563, -3.575, 1.352)
C (-5.587, -4.523, 1.297)
C (-5.827, -5.230, 0.114)
C (-4.981, -5.034, -0.987)
C (-3.962, -4.082, -0.941)
H (-2.666, 0.184, 0.963)
H (-2.870, -0.918, 2.382)
H (-4.129, -0.842, 1.083)
H (-1.741, -2.796, 2.665)
H (-1.647, -4.230, 1.591)
H (-0.326, -3.053, 1.598)
H (-4.430, -3.016, 2.286)
H (-6.227, -4.684, 2.163)
H (-6.640, -5.958, 0.061)
H (-5.156, -5.604, -1.903)
H (-3.338, -3.903, -1.825)

HOMO-LUMO gap: 5.92 eV
Charge: +2



[3]
A molecular structure, C22H30EuO2Si. Source: the OMol25 dataset; level of theory: ωB97M-V/def2-TZVPD.

Element x y z (Å)
C (-0.131, 1.922, 1.822)
C (-1.220, 2.146, 0.941)
C (-2.431, 2.084, 1.689)
H (-1.171, 2.385, -0.113)
C (-2.079, 1.857, 3.053)
C (-0.655, 1.754, 3.129)
H (-0.083, 1.647, 4.046)
H (0.908, 1.947, 1.528)
H (-3.431, 2.225, 1.273)
H (-2.793, 1.826, 3.882)
Eu (-1.731, -0.751, 1.815)
C (-1.186, -1.797, -0.107)
H (-2.165, -2.335, -0.076)
H (-0.490, -2.596, 0.272)
H (-0.929, -1.590, -1.147)
Si (0.861, 0.973, -2.075)
C (2.088, -0.135, -2.785)
C (3.175, 0.728, -3.022)
H (3.203, 1.734, -2.633)
C (4.247, 0.332, -3.791)
H (4.993, 1.057, -4.061)
C (4.329, -0.993, -4.202)
H (5.158, -1.280, -4.846)
C (3.334, -1.900, -3.826)
H (3.439, -2.926, -4.179)
C (2.242, -1.499, -3.035)
H (1.566, -2.264, -2.660)
C (-0.891, 1.207, -2.563)
C (-0.702, 1.976, -3.733)
H (0.211, 1.859, -4.342)
C (-1.651, 2.963, -4.026)
H (-1.403, 3.738, -4.744)
C (-2.878, 2.971, -3.357)
H (-3.598, 3.760, -3.568)
C (-3.163, 1.978, -2.421)
H (-4.145, 1.954, -1.963)
C (-2.182, 1.062, -2.029)
H (-2.458, 0.270, -1.332)
H (0.595, 0.175, -0.849)
H (1.325, 2.239, -1.665)
C (1.915, -0.762, 2.212)
O (0.672, -1.446, 2.487)
C (0.758, -2.650, 3.266)
C (-0.634, -3.230, 3.484)
O (-1.651, -2.187, 3.613)
C (-1.702, -1.448, 4.857)
H (2.789, -1.397, 2.464)
H (1.957, 0.165, 2.811)
H (1.949, -0.483, 1.146)
H (1.370, -3.374, 2.720)
H (1.250, -2.420, 4.219)
H (-0.932, -3.797, 2.589)
H (-0.678, -3.853, 4.384)
H (-2.760, -1.215, 5.027)
H (-1.285, -2.098, 5.638)
H (-1.128, -0.510, 4.781)

HOMO-LUMO gap (spin up / spin down): 6.25 / 6.80 eV
2S+1: 8
⟨S²⟩: 15.7609
ΔE to the lowest compared entry with this formula, charge and spin: 0.00 kJ/mol



[4]
5 unconnected molecules or ions with the total composition C22H30F12N2O12P. Source: the OMol25 dataset; level of theory: ωB97M-V/def2-TZVPD.

Element x y z (Å)
N (0.561, -1.778, -0.420)
C (-0.389, -1.206, -0.736)
O (-1.408, -0.426, -0.946)
C (-1.434, 0.214, -2.258)
C (-2.462, -0.365, -3.203)
P (-4.193, -0.631, -2.630)
O (-4.711, -1.804, -3.304)
O (-4.995, 0.709, -2.992)
O (-4.250, -0.785, -1.040)
C (-0.042, 0.174, -2.885)
N (0.667, 1.165, -2.530)
C (-0.073, 2.081, -1.628)
C (-1.514, 1.739, -1.956)
H (-2.143, -1.338, -3.576)
H (-2.524, 0.319, -4.052)
H (-5.016, 1.321, -2.240)
H (-3.868, -0.035, -0.559)
H (0.299, -0.580, -3.587)
H (1.624, 1.333, -2.830)
H (0.131, 1.854, -0.582)
H (0.235, 3.107, -1.814)
H (-1.956, 2.304, -2.776)
H (-2.175, 1.876, -1.106)
C (-2.787, 4.469, 4.410)
C (-3.794, 5.197, 3.549)
O (-3.866, 4.617, 2.222)
C (-4.607, 3.531, 2.098)
O (-5.230, 2.959, 2.939)
C (-4.596, 3.087, 0.623)
F (-3.345, 3.097, 0.108)
F (-5.347, 3.888, -0.131)
F (-5.054, 1.836, 0.480)
H (-1.810, 4.454, 3.924)
H (-2.691, 4.968, 5.372)
H (-3.091, 3.438, 4.587)
H (-3.494, 6.230, 3.388)
H (-4.786, 5.200, 3.998)
C (3.171, -4.381, -1.238)
C (3.982, -3.118, -1.051)
O (5.171, -3.371, -0.281)
C (6.197, -3.881, -0.951)
O (6.234, -4.135, -2.119)
C (7.397, -4.065, 0.000)
F (7.020, -4.625, 1.153)
F (7.939, -2.867, 0.272)
F (8.324, -4.830, -0.561)
H (2.940, -4.827, -0.274)
H (2.235, -4.159, -1.752)
H (3.719, -5.119, -1.823)
H (3.414, -2.386, -0.480)
H (4.250, -2.664, -2.007)
C (1.417, 8.587, -2.029)
C (2.027, 7.985, -0.784)
O (1.034, 7.254, -0.016)
C (0.756, 6.036, -0.410)
O (1.225, 5.431, -1.338)
C (-0.281, 5.398, 0.534)
F (-1.302, 6.206, 0.796)
F (0.287, 5.039, 1.689)
F (-0.759, 4.285, -0.053)
H (0.566, 9.217, -1.772)
H (2.158, 9.195, -2.546)
H (1.069, 7.814, -2.713)
H (2.385, 8.760, -0.113)
H (2.862, 7.326, -1.015)
C (-1.023, -7.868, 3.641)
C (0.463, -8.124, 3.745)
O (1.027, -8.466, 2.460)
C (1.303, -7.458, 1.652)
O (1.141, -6.290, 1.865)
C (1.932, -7.995, 0.351)
F (1.257, -9.043, -0.126)
F (3.196, -8.375, 0.576)
F (1.944, -7.041, -0.581)
H (-1.528, -8.725, 3.195)
H (-1.441, -7.691, 4.631)
H (-1.229, -6.997, 3.019)
H (0.663, -8.985, 4.378)
H (0.995, -7.269, 4.161)

HOMO-LUMO gap: 7.41 eV
Charge: +1



Q: Which formula does entry 4 have?
A: C22H30F12N2O12P